# 1
The following is a DFT calculation (wB97M-V/def2-TZVPD) of a single C19H23NO molecule.

## Properties
Gap between HOMO and LUMO in hartree: 0.3145
ΔE to the lowest compared entry with this formula, charge and spin in kJ/mol: 129.07
Charge: 0
Structure (SMILES): C=CCc1cccc(CNc2c(C)cc(C)cc2C)c1O

Positions of all 44 atoms, in Å:
O (1.2870, -2.7133, -0.8449)
N (0.5970, 1.3802, 0.3277)
C (-0.6684, -4.4865, -3.0597)
C (0.9995, 2.7278, 2.3185)
C (-1.9451, 0.4982, 1.3752)
C (-0.3207, -1.3450, -3.7984)
C (-0.5717, -0.0433, -3.4063)
C (2.2974, 3.2324, 1.7504)
C (-0.1872, 0.3804, -2.1479)
C (0.2102, 1.8144, 1.6047)
C (-1.3913, 1.8435, 3.3965)
C (0.8747, -0.0246, 0.1093)
C (-1.3865, -5.1166, -3.9691)
C (0.5477, -3.6633, -3.3601)
C (0.6820, -1.8032, -1.6691)
C (-1.0125, 1.3923, 2.1415)
C (-0.6098, 2.7253, 4.1262)
C (0.4453, -0.4857, -1.2692)
C (0.5759, 3.1700, 3.5605)
C (-1.0537, 3.2184, 5.4709)
C (0.3080, -2.2358, -2.9434)
H (-0.1980, 3.4700, 6.0935)
H (-1.1267, -5.0912, -5.0153)
H (-2.2597, -5.6918, -3.7111)
H (1.5066, -2.3011, -0.0034)
H (-1.8272, -0.5458, 1.6696)
H (-0.9470, -4.5221, -2.0150)
H (1.3947, -4.0587, -2.7957)
H (2.8239, 3.8288, 2.4912)
H (1.9552, -0.2312, 0.2362)
H (-0.3801, 1.3928, -1.8280)
H (-1.0648, 0.6417, -4.0791)
H (-2.9756, 0.7798, 1.5822)
H (0.7725, -3.7070, -4.4269)
H (-1.6523, 2.4668, 5.9809)
H (2.1223, 3.8621, 0.8764)
H (-0.6160, -1.6839, -4.7802)
H (1.1915, 3.8717, 4.1065)
H (1.3195, 1.9629, -0.0722)
H (-1.7666, 0.5790, 0.3064)
H (0.3415, -0.5992, 0.8736)
H (-1.6640, 4.1155, 5.3584)
H (2.9480, 2.4082, 1.4553)
H (-2.3337, 1.5072, 3.8066)

Here are the natural (NBO) charges for atoms 1 to 2, given in e: number 1, O, carries -0.69; number 2, N, carries -0.65

***

# 2
The following is a DFT calculation (wB97M-V/def2-TZVPD) of C19H23NO4ReSb2 as an isolated structure.

## Properties
Gap between HOMO and LUMO (alpha / beta) in hartree: 0.2630 / 0.2060
Charge: +2
2S+1: 4

Positions of all 50 atoms, in Å:
Re (0.0330, 0.2993, -0.3151)
Sb (1.4021, 1.6230, -2.3358)
Sb (-1.8817, 0.0234, -2.3190)
O (3.3789, 1.3931, 1.7836)
O (-2.8230, -1.7484, 1.7936)
O (-1.6057, -0.7602, 0.1853)
O (1.8575, 0.9947, 0.1804)
N (0.2540, -0.1305, 1.7310)
C (-0.7163, -0.7904, 2.3701)
C (1.9406, 3.5294, -1.6114)
C (-1.8526, -1.1533, 1.4677)
C (-3.6793, 0.8206, -1.5574)
C (0.1112, -1.5014, -6.6415)
C (2.3193, 0.9726, 1.4633)
C (0.7820, 2.0513, -4.3294)
C (-1.8576, 0.7486, -4.3210)
C (0.5286, 0.8098, -5.1357)
C (1.3600, 0.2659, 2.3671)
C (-0.7230, 0.1915, -5.1301)
C (-2.2149, -2.0308, -2.6248)
C (1.5541, 0.2651, -5.9029)
C (-0.9195, -0.9575, -5.8903)
C (-0.6137, -1.0826, 3.7110)
C (3.1956, 0.5734, -2.6639)
C (1.5392, 0.0131, 3.7076)
C (1.3535, -0.8868, -6.6485)
C (0.5333, -0.6712, 4.3865)
H (-3.5882, 1.8954, -1.4194)
H (0.6450, -0.8873, 5.4409)
H (2.1583, -1.2899, -7.2480)
H (3.8585, 1.2557, -3.1947)
H (2.9998, -0.3053, -3.2740)
H (-3.1543, -2.1072, -3.1712)
H (2.5216, 3.4240, -0.7000)
H (-4.4478, 0.6112, -2.3008)
H (1.0518, 4.1301, -1.4332)
H (-1.4157, -1.6206, 4.1985)
H (-3.9224, 0.3307, -0.6189)
H (-2.2986, -2.5267, -1.6626)
H (-0.0621, -2.3886, -7.2351)
H (-1.9004, -1.4195, -5.9134)
H (-1.9083, 1.8350, -4.2854)
H (1.6473, 2.6029, -4.7032)
H (3.6296, 0.2998, -1.7068)
H (2.5430, 3.9903, -2.3933)
H (-0.0535, 2.7467, -4.2806)
H (-2.8224, 0.3865, -4.6827)
H (2.5166, 0.7638, -5.9366)
H (-1.4055, -2.4518, -3.2165)
H (2.4468, 0.3467, 4.1927)

Here are the natural (NBO) charges for atoms 1 to 2, given in e: number 1, Re, carries 1.31; number 2, Sb, carries 1.33

***

# 3
The following is a DFT calculation (wB97M-V/def2-TZVPD) of a single C19H23NO5S molecule.

## Properties
Gap between HOMO and LUMO in hartree: 0.3419
ΔE to the lowest compared entry with this formula, charge and spin in kJ/mol: 129.38
Charge: 0
Structure (SMILES): CCCOc1cccc(C(=O)N(Cc2ccco2)[C@@H]2CCS(=O)(=O)C2)c1

Positions of all 49 atoms, in Å:
S (5.8233, -0.5305, 0.1896)
O (1.7898, 2.5652, 0.0360)
O (1.7817, -1.2502, 1.5377)
O (6.5735, -0.7814, 1.3868)
O (6.4543, 0.2697, -0.8267)
O (-3.2790, -0.9935, -0.9846)
N (1.9428, -0.2481, -0.4862)
C (-5.3163, -1.6471, 0.2140)
C (-4.6787, -0.8130, -0.8987)
C (-1.9089, 1.0156, 1.7852)
C (-0.2146, 2.6877, -0.9184)
C (3.3756, -0.4959, -0.5607)
C (1.1855, 3.6789, 0.4828)
C (-0.1780, -0.2261, 0.6955)
C (-0.5796, 0.6549, 1.6942)
C (1.2616, -0.6261, 0.6326)
C (-0.0479, 3.8107, -0.0719)
C (1.3531, 0.6715, -1.4479)
C (-6.8268, -1.4590, 0.2465)
C (-2.8507, 0.4940, 0.9141)
C (3.7297, -1.9920, -0.4998)
C (5.2402, -2.0911, -0.5776)
C (-2.4619, -0.4166, -0.0636)
C (-1.1154, -0.7712, -0.1632)
C (0.9338, 1.9604, -0.8145)
C (4.1824, 0.1702, 0.5417)
H (-5.0551, -1.1453, -1.8705)
H (-1.0705, 2.4488, -1.5147)
H (-4.9293, 0.2487, -0.7805)
H (5.6155, -2.0897, -1.5969)
H (-0.8333, -1.4920, -0.9155)
H (1.7295, 4.2847, 1.1795)
H (3.8632, -0.1495, 1.5285)
H (0.4782, 0.2223, -1.9248)
H (5.6521, -2.9254, -0.0216)
H (2.0990, 0.8667, -2.2239)
H (3.3660, -2.3952, 0.4453)
H (-7.0808, -0.4175, 0.4328)
H (3.7332, -0.1003, -1.5177)
H (-5.0735, -2.6971, 0.0409)
H (-2.2253, 1.7111, 2.5480)
H (-4.8849, -1.3631, 1.1759)
H (-7.2653, -2.0650, 1.0348)
H (-7.2698, -1.7545, -0.7018)
H (3.2443, -2.5300, -1.3158)
H (-0.7515, 4.5990, 0.0976)
H (0.1502, 1.0541, 2.3811)
H (-3.8796, 0.8008, 1.0144)
H (4.2183, 1.2510, 0.4619)

Here are the natural (NBO) charges for atoms 1 to 2, given in e: number 1, S, carries 2.16; number 2, O, carries -0.42

***

# 4
The following is a DFT calculation (wB97M-V/def2-TZVPD) of C19H24BrClF6NOPSn as an isolated structure.

## Properties
Gap between HOMO and LUMO (alpha / beta) in hartree: 0.3283 / 0.2570
ΔE to the lowest compared entry with this formula, charge and spin in kJ/mol: 9.48
Charge: +1
2S+1: 2

Positions of all 55 atoms, in Å:
Sn (-1.0239, -1.0711, -0.6562)
Br (-0.8467, 1.3368, 1.6805)
Cl (2.2461, 2.4501, -4.2538)
P (0.9537, -2.7573, -2.3743)
F (-0.3326, -1.8421, -2.9274)
F (2.1325, -3.4637, -1.6292)
F (1.0851, -1.4216, -1.1842)
F (-0.1221, -3.3576, -1.2704)
F (1.9144, -1.9298, -3.3034)
F (0.6641, -3.8946, -3.3900)
O (0.0545, -1.4981, 1.2742)
N (-0.3830, 0.9760, -1.7251)
C (0.5833, -4.5136, 3.8429)
C (1.4617, -3.8299, 1.6208)
C (-0.0649, 0.5073, 4.2524)
C (0.8350, 2.2769, -3.2902)
C (-0.1545, 3.2465, -3.2924)
C (0.4580, -0.4001, 5.1962)
C (-0.1539, 0.1359, 2.9488)
C (0.6900, 1.1477, -2.5003)
C (0.8622, -2.0784, 3.4386)
C (0.2524, -1.1708, 2.4754)
C (0.5608, -0.0606, 6.6710)
C (0.0299, 1.3376, 6.9861)
C (2.0385, -0.1359, 7.0922)
C (-1.2691, 3.0514, -2.4927)
C (-0.2563, -1.0929, 7.4667)
C (1.4295, -3.4619, 3.1056)
C (0.9083, -1.6540, 4.7425)
C (-1.3455, 1.9061, -1.7262)
C (2.8802, -3.5174, 3.6197)
H (-0.0505, 4.1289, -3.9086)
H (-0.4573, -4.4842, 3.5155)
H (-1.3080, -1.0753, 7.1770)
H (-0.3970, 1.4869, 4.5605)
H (-2.0713, 3.7744, -2.4656)
H (0.1196, -2.1071, 7.3316)
H (0.4670, -3.9401, 1.1972)
H (2.1227, 0.1154, 8.1501)
H (2.4547, -1.1341, 6.9566)
H (0.1195, 1.5203, 8.0565)
H (-1.0249, 1.4422, 6.7253)
H (0.5986, 2.1160, 6.4742)
H (2.0186, -3.1097, 1.0239)
H (0.6060, -4.3755, 4.9245)
H (0.9758, -5.5076, 3.6253)
H (1.9663, -4.7929, 1.5311)
H (3.2957, -4.5016, 3.4022)
H (3.5024, -2.7725, 3.1211)
H (-2.2102, 1.7158, -1.0993)
H (-0.1938, -0.8558, 8.5292)
H (2.9544, -3.3613, 4.6955)
H (1.4534, 0.3838, -2.4882)
H (2.6486, 0.5699, 6.5266)
H (1.3244, -2.3238, 5.4810)

Here are the natural (NBO) charges for atoms 1 to 2, given in e: number 1, Sn, carries 1.52; number 2, Br, carries 0.13

***

- The highest charge belongs to which entry?
  C19H23NO4ReSb2

***

- What is the charge in the first record?
  0